No. 1
ORCA calculation (wB97M-V/def2-TZVPD) on 5 unconnected molecules or ions with the total composition C5H5Cl15 at a distorted geometry.

Geometry as XYZ:
```
25
Properties=species:S:1:pos:R:3:lowdin_charge:R:1
C -0.401 0.610 0.639 -1.514
Cl 1.207 1.333 0.699 0.546
Cl -1.384 1.241 1.950 0.545
Cl -0.356 -1.189 0.702 0.476
H -0.908 0.807 -0.305 -0.045
C -3.368 -2.205 -1.931 -1.403
Cl -3.215 -2.650 -0.189 0.476
Cl -2.344 -3.315 -2.922 0.492
Cl -2.791 -0.492 -2.134 0.463
H -4.409 -2.214 -2.256 0.019
C 0.775 4.710 2.014 -1.538
Cl 0.174 4.188 3.604 0.501
Cl 2.519 4.647 2.026 0.532
Cl 0.111 6.340 1.536 0.479
H 0.397 4.081 1.208 -0.030
C 1.823 -2.922 2.740 -1.556
Cl 2.723 -3.394 4.167 0.515
Cl 0.404 -3.964 2.782 0.505
Cl 2.881 -3.107 1.291 0.493
H 1.480 -1.899 2.893 -0.005
C 1.071 -0.039 -3.745 -1.409
Cl 1.416 -1.202 -2.382 0.466
Cl -0.137 1.159 -3.164 0.475
Cl 0.342 -0.943 -5.112 0.494
H 1.990 0.419 -4.112 0.023
```

Output
* LUMO level: 0.2 eV
* frontier orbital gap: 11.06 eV
* multiplicity: 1
* E_tot: -7096.35716 Eh
* SMILES string: ClC(Cl)Cl.ClC(Cl)Cl.ClC(Cl)Cl.ClC(Cl)Cl.ClC(Cl)Cl
* HOMO: -0.401 Eh

***

No. 2
ORCA calculation (wB97M-V/def2-TZVPD) on a molecular structure, C5H5Cl2FeNO4Rh at a distorted geometry.

Geometry as XYZ:
```
19
Properties=species:S:1:pos:R:3:lowdin_spin:R:1
Fe -0.259 -0.834 -4.181 3.746
Rh -0.292 -0.921 0.331 2.463
Cl -1.275 0.210 -2.555 0.738
Cl 1.387 -0.583 -1.291 0.673
C -1.121 -2.272 1.329 0.122
C -0.648 0.275 -5.536 0.078
C 0.431 -2.338 -5.374 0.041
O -1.270 -3.156 2.122 0.096
O -0.736 0.331 -6.697 0.074
O 0.484 -2.753 -6.464 0.040
C 0.136 2.430 3.224 0.093
C 0.115 1.037 2.642 0.083
N 0.870 0.159 3.352 0.083
O -0.450 0.766 1.538 0.646
H 0.721 2.239 4.153 0.016
H -0.907 2.726 3.406 0.001
H 0.573 3.122 2.476 0.000
H 0.916 -0.874 3.300 0.005
H 1.325 0.439 4.225 0.003
```

Output
* LUMO level (spin up / spin down): -15.1 / -20.3 eV
* frontier orbital gap (spin up / spin down): 11.06 / 5.57 eV
* multiplicity: 10
* net charge: +4
* E_tot: -2841.78952 Eh
* HOMO (spin up / spin down): -0.961 / -0.951 Eh

***

No. 3
ORCA calculation (wB97M-V/def2-TZVPD) on a molecular structure, C5H5Cl5F6NaO6S2 at a distorted geometry.

Geometry as XYZ:
```
30
Properties=species:S:1:pos:R:3:lowdin_spin:R:1
Na 28.439 3.747 -0.307 0.000
C 30.897 -0.265 -2.238 0.000
F 32.023 0.462 -1.913 0.000
F 30.596 0.029 -3.559 0.000
F 31.082 -1.548 -2.097 0.000
S 29.363 0.203 -1.118 -0.001
O 28.232 -0.440 -1.766 0.005
O 29.729 -0.368 0.190 0.009
O 29.244 1.655 -1.106 0.002
C 26.769 1.783 3.832 -0.009
F 25.509 1.848 3.503 -0.002
F 27.268 2.907 4.230 -0.002
F 26.965 0.874 4.772 -0.002
S 27.773 1.225 2.290 -0.039
O 27.423 -0.123 1.900 0.480
O 27.461 2.260 1.273 0.165
O 29.153 1.141 2.629 0.390
Cl 30.530 3.784 1.438 0.003
C 31.614 3.997 2.897 0.000
C 32.348 5.372 2.990 0.000
Cl 33.196 5.412 4.582 0.000
H 32.316 3.163 2.874 0.000
H 30.977 3.810 3.761 0.000
H 31.662 6.199 2.811 0.000
H 33.151 5.379 2.254 0.000
C 27.617 7.637 1.165 0.000
Cl 26.225 8.074 0.174 0.000
Cl 29.060 8.322 0.411 0.000
Cl 27.819 5.846 1.422 0.000
H 27.422 8.094 2.135 0.000
```

Output
* LUMO level (spin up / spin down): -0.6 / -4.9 eV
* frontier orbital gap (spin up / spin down): 8.47 / 4.05 eV
* multiplicity: 2
* E_tot: -4503.73268 Eh
* HOMO (spin up / spin down): -0.332 / -0.330 Eh

***

No. 4
ORCA calculation (wB97M-V/def2-TZVPD) on a single C5H5ClN2O2 molecule at a distorted geometry.

Geometry as XYZ:
```
15
Properties=species:S:1:pos:R:3:lowdin_charge:R:1
C -2.175 -0.884 -0.106 -0.512
C -1.424 0.260 0.535 -0.036
C 0.044 0.363 0.217 -0.262
C 0.789 1.396 -0.270 -0.048
C 1.997 -0.398 -0.090 -0.813
H -0.596 -1.947 0.068 0.053
H -1.566 0.225 1.611 0.131
H -1.867 1.215 0.297 0.122
H 0.537 2.421 -0.425 0.120
H 2.836 1.462 -0.810 0.169
N 2.054 0.914 -0.439 0.069
N 0.830 -0.764 0.326 0.079
O -1.504 -2.026 -0.196 0.127
O -3.274 -0.755 -0.619 0.090
Cl 3.319 -1.483 -0.100 0.711
```

Output
* LUMO level: 0.4 eV
* frontier orbital gap: 9.66 eV
* multiplicity: 1
* E_tot: -913.74411 Eh
* SMILES string: O=C(O)Cc1c[nH]c(Cl)n1
* HOMO: -0.341 Eh

***

No. 5
ORCA calculation (wB97M-V/def2-TZVPD) on a single C5H5ClN2O4 molecule at a distorted geometry.

Geometry as XYZ:
```
17
Properties=species:S:1:pos:R:3:lowdin_charge:R:1
C -2.420 -0.110 -1.684 -0.197
C -0.608 -0.559 0.007 -0.469
C 2.651 -0.572 1.008 -0.067
C 1.814 -0.139 -0.250 -0.186
C -2.016 0.085 -0.304 -0.554
N -2.802 -0.068 -2.759 0.225
N -2.036 1.572 0.089 -0.388
O -2.517 2.318 -0.712 0.134
O -0.544 -1.718 0.325 0.104
O -1.674 1.746 1.213 0.115
O 0.451 0.292 -0.002 -0.013
Cl -3.084 -0.848 0.819 0.794
H 3.668 -0.958 0.587 0.105
H 2.753 0.387 1.619 0.090
H 2.240 -1.412 1.624 0.078
H 1.895 -0.856 -1.000 0.096
H 2.230 0.840 -0.579 0.133
```

Output
* LUMO level: -0.9 eV
* frontier orbital gap: 10.66 eV
* multiplicity: 1
* E_tot: -1064.03555 Eh
* SMILES string: CCOC(=O)[C@](Cl)(C#N)[N+](=O)[O-]
* HOMO: -0.424 Eh

***

No. 6
ORCA calculation (wB97M-V/def2-TZVPD) on a single C5H5ClN2S molecule at a distorted geometry.

Geometry as XYZ:
```
14
Properties=species:S:1:pos:R:3:lowdin_charge:R:1
C 0.839 0.459 1.123 -0.024
C -0.125 1.400 1.151 -0.165
C 1.160 -1.122 -0.652 -0.214
C 0.640 -1.021 -1.885 -0.407
C -0.959 -0.377 -0.035 -0.513
N 0.369 -0.745 0.411 -0.117
N -1.247 1.009 0.436 -0.565
S -0.943 -0.287 -1.927 0.906
Cl -2.784 1.415 1.091 0.655
H 1.908 0.388 1.416 0.127
H -0.101 2.290 1.573 0.059
H 2.115 -1.366 -0.242 0.111
H 0.969 -1.125 -2.876 0.036
H -1.839 -0.916 0.418 0.110
```

Output
* LUMO level: 0.7 eV
* frontier orbital gap: 8.38 eV
* multiplicity: 1
* E_tot: -1161.29235 Eh
* SMILES string: ClN1C=CN2C=CS[C@H]12
* HOMO: -0.284 Eh

***

No. 7
ORCA calculation (wB97M-V/def2-TZVPD) on a single C5H5ClO molecule at a distorted geometry.

Geometry as XYZ:
```
12
Properties=species:S:1:pos:R:3:lowdin_spin:R:1
C -1.360 -1.328 0.740 0.114
C -1.857 -0.182 -0.027 0.488
C -0.725 -2.014 1.525 0.379
C -0.850 0.608 -0.561 0.504
C 0.531 0.465 -0.279 0.094
O -1.089 1.573 -1.458 0.218
Cl -3.465 0.192 -0.718 0.089
H -0.256 -2.941 1.732 0.033
H 1.164 0.957 -1.052 0.011
H 1.202 0.957 0.566 0.053
H 0.838 -0.614 -0.156 0.018
H -2.106 1.546 -1.665 0.000
```

Output
* LUMO level (spin up / spin down): 0.4 / -2.3 eV
* frontier orbital gap (spin up / spin down): 5.69 / 8.41 eV
* multiplicity: 3
* E_tot: -728.70870 Eh
* HOMO (spin up / spin down): -0.194 / -0.392 Eh

***

No. 8
ORCA calculation (wB97M-V/def2-TZVPD) on 2 unconnected molecules or ions with the total composition C5H5ClO2 at a distorted geometry.

Geometry as XYZ:
```
13
Properties=species:S:1:pos:R:3:lowdin_charge:R:1
C 0.220 3.191 -1.030 0.210
C 1.161 2.442 -0.885 -0.192
C 0.233 -0.356 0.431 -0.610
C -0.623 -1.619 0.283 0.025
C 2.080 1.494 -0.561 -0.524
O 0.425 0.294 1.439 0.048
O 0.821 -0.052 -0.696 -0.051
Cl 3.132 1.022 -1.807 0.765
H -0.642 3.773 -1.213 0.046
H -0.515 -2.402 1.053 0.102
H -1.583 -1.295 0.343 0.045
H -0.507 -2.076 -0.635 0.050
H 2.453 1.292 0.408 0.088
```

Output
* LUMO level: -1.1 eV
* frontier orbital gap: 8.69 eV
* multiplicity: 1
* E_tot: -804.05835 Eh
* HOMO: -0.359 Eh